i | {"formula": "C56H112O28S14", "method": "ωB97M-V with the def2-TZVPD basis set", "species": ["S", "S", "S", "S", "S", "S", "S", "S", "S", "S", "S", "S", "S", "S", "O", "O", "O", "O", "O", "O", "O", "O", "O", "O", "O", "O", "O", "O", "O", "O", "O", "O", "O", "O", "O", "O", "O", "O", "O", "O", "O", "O", "C", "C", "C", "C", "C", "C", "C", "C", "C", "C", "C", "C", "C", "C", "C", "C", "C", "C", "C", "C", "C", "C", "C", "C", "C", "C", "C", "C", "C", "C", "C", "C", "C", "C", "C", "C", "C", "C", "C", "C", "C", "C", "C", "C", "C", "C", "C", "C", "C", "C", "C", "C", "C", "C", "C", "C", "H", "H", "H", "H", "H", "H", "H", "H", "H", "H", "H", "H", "H", "H", "H", "H", "H", "H", "H", "H", "H", "H", "H", "H", "H", "H", "H", "H", "H", "H", "H", "H", "H", "H", "H", "H", "H", "H", "H", "H", "H", "H", "H", "H", "H", "H", "H", "H", "H", "H", "H", "H", "H", "H", "H", "H", "H", "H", "H", "H", "H", "H", "H", "H", "H", "H", "H", "H", "H", "H", "H", "H", "H", "H", "H", "H", "H", "H", "H", "H", "H", "H", "H", "H", "H", "H", "H", "H", "H", "H", "H", "H", "H", "H", "H", "H", "H", "H", "H", "H", "H", "H", "H", "H", "H", "H", "H", "H", "H", "H", "H", "H"], "xyz": [[13.915, 9.890, 16.050], [16.007, 17.086, 10.047], [21.094, 14.812, 13.188], [11.851, 12.369, 8.408], [19.044, 8.821, 12.920], [19.613, 20.675, 13.590], [14.047, 20.126, 14.802], [13.655, 11.741, 20.350], [19.174, 11.855, 18.532], [17.026, 15.056, 15.403], [11.826, 16.853, 12.248], [15.780, 17.965, 18.992], [21.244, 17.829, 19.431], [9.014, 15.676, 17.451], [11.113, 17.041, 13.495], [20.430, 14.001, 12.181], [13.036, 16.043, 12.119], [18.656, 21.715, 13.317], [21.054, 20.863, 13.435], [12.377, 12.290, 19.969], [12.232, 11.155, 7.685], [22.407, 17.887, 20.318], [18.282, 7.694, 13.400], [15.099, 9.549, 15.249], [8.901, 15.985, 18.863], [21.054, 16.254, 13.308], [15.228, 17.294, 8.843], [14.193, 19.195, 13.710], [17.896, 15.010, 14.259], [7.940, 15.849, 16.484], [10.962, 13.385, 7.917], [13.877, 10.922, 17.061], [20.527, 8.938, 12.882], [13.893, 10.305, 20.269], [17.449, 15.756, 16.623], [18.561, 12.472, 19.690], [15.111, 20.809, 15.510], [19.157, 12.330, 17.132], [15.770, 17.798, 11.279], [16.547, 17.156, 19.924], [20.671, 18.944, 18.682], [14.780, 17.416, 18.106], [16.086, 20.387, 19.967], [20.373, 15.427, 19.990], [19.089, 19.119, 12.712], [15.990, 15.333, 10.520], [19.380, 18.596, 15.058], [11.627, 20.111, 15.983], [14.718, 14.487, 14.293], [14.093, 12.437, 21.944], [16.854, 19.092, 18.015], [19.976, 16.834, 20.375], [18.445, 18.355, 13.867], [12.144, 18.380, 11.296], [16.457, 13.325, 15.660], [14.486, 13.843, 21.615], [11.194, 11.824, 10.000], [16.583, 20.486, 18.498], [14.960, 12.727, 19.415], [10.787, 14.099, 16.242], [21.871, 13.216, 15.169], [9.729, 13.981, 17.287], [11.173, 16.611, 9.741], [13.336, 13.151, 9.033], [10.680, 16.036, 11.095], [12.437, 11.783, 10.887], [17.415, 14.822, 10.297], [22.821, 14.267, 13.154], [15.045, 19.345, 19.986], [11.878, 8.126, 15.825], [21.002, 9.915, 18.533], [12.606, 10.255, 14.766], [12.894, 21.466, 14.295], [11.406, 9.544, 15.405], [20.657, 15.457, 18.471], [15.508, 13.756, 20.521], [21.674, 16.558, 18.217], [13.230, 13.028, 10.592], [11.892, 21.559, 15.513], [20.954, 11.461, 18.793], [18.094, 10.760, 11.246], [17.880, 17.205, 9.780], [13.115, 8.363, 16.755], [10.481, 16.435, 16.697], [20.612, 13.915, 14.747], [11.383, 18.147, 9.942], [18.500, 10.166, 18.374], [11.572, 15.350, 16.599], [19.358, 20.079, 15.295], [18.375, 10.369, 13.639], [22.761, 12.977, 13.920], [19.769, 9.439, 17.749], [18.497, 9.289, 11.135], [12.988, 19.391, 16.094], [14.965, 13.376, 15.310], [18.382, 15.978, 10.470], [18.721, 11.358, 12.545], [15.348, 15.729, 14.941], [22.679, 16.174, 18.385], [11.809, 19.237, 11.882], [20.950, 9.408, 19.496], [22.351, 13.932, 15.853], [10.999, 10.147, 16.222], [12.874, 9.805, 13.801], [15.817, 20.896, 17.847], [23.809, 12.651, 14.071], [21.262, 11.660, 19.815], [19.591, 14.704, 20.251], [11.003, 19.524, 15.305], [21.487, 12.092, 18.096], [17.526, 14.446, 9.273], [13.481, 22.365, 14.151], [13.528, 19.647, 17.004], [19.780, 9.682, 16.683], [23.013, 14.073, 12.094], [14.956, 11.847, 22.285], [16.893, 20.150, 20.668], [17.471, 21.091, 18.386], [11.099, 7.482, 16.232], [12.447, 21.061, 13.385], [12.703, 13.870, 11.049], [18.390, 11.333, 10.355], [10.695, 10.862, 9.912], [11.944, 18.555, 9.096], [21.725, 12.291, 15.738], [19.389, 15.724, 10.136], [12.920, 10.810, 10.731], [20.111, 16.999, 21.446], [13.681, 14.660, 13.993], [17.029, 10.884, 11.416], [10.183, 16.804, 15.722], [20.236, 14.516, 15.559], [18.411, 19.499, 11.950], [10.393, 18.596, 9.940], [15.462, 16.589, 14.286], [15.265, 14.278, 13.362], [8.899, 13.322, 17.039], [20.390, 18.192, 14.896], [12.082, 16.024, 9.584], [15.766, 14.685, 20.025], [14.928, 19.032, 21.019], [21.891, 9.529, 18.021], [14.089, 19.623, 19.555], [18.990, 18.067, 15.930], [15.695, 12.070, 18.942], [14.915, 16.038, 15.882], [11.421, 13.216, 16.293], [9.675, 16.369, 11.338], [10.636, 9.460, 14.630], [14.218, 12.943, 11.071], [12.327, 7.613, 14.963], [19.786, 11.513, 12.364], [15.173, 14.875, 9.991], [12.822, 8.536, 17.786], [12.072, 11.778, 11.920], [19.965, 18.643, 12.248], [16.666, 12.998, 16.691], [21.548, 16.926, 17.204], [17.868, 18.782, 18.261], [16.691, 18.970, 16.952], [14.904, 14.340, 22.488], [10.366, 14.142, 15.236], [13.297, 12.268, 22.666], [13.010, 18.315, 15.918], [21.294, 15.168, 20.514], [13.233, 18.418, 11.187], [12.136, 15.228, 17.539], [17.333, 10.349, 13.953], [20.098, 20.544, 15.959], [12.225, 15.617, 15.780], [10.759, 17.245, 17.377], [13.388, 14.152, 8.588], [18.261, 12.330, 12.694], [14.633, 12.450, 14.836], [10.974, 22.071, 15.219], [17.430, 18.725, 13.977], [15.658, 15.446, 11.557], [13.560, 14.371, 21.367], [20.997, 14.476, 18.105], [14.323, 13.179, 18.652], [17.644, 10.247, 17.700], [17.660, 8.655, 10.841], [18.424, 17.281, 13.668], [16.397, 13.420, 21.039], [12.342, 22.174, 16.294], [17.618, 13.952, 10.949], [10.141, 13.668, 18.233], [10.482, 12.550, 10.363], [14.245, 12.623, 8.740], [10.739, 14.947, 11.113], [19.354, 9.144, 10.476], [18.942, 16.975, 20.064], [17.936, 17.254, 8.698], [18.342, 20.337, 15.603], [22.324, 12.188, 13.288], [18.862, 10.541, 14.604], [18.229, 18.104, 10.297], [13.849, 7.566, 16.647], [19.678, 8.355, 17.841], [14.351, 13.531, 16.200], [19.711, 15.653, 17.973], [10.538, 16.459, 8.872], [23.386, 15.072, 13.616], [12.447, 11.319, 14.609], [18.178, 9.686, 19.307], [19.800, 13.213, 14.470], [18.467, 16.297, 11.510], [17.003, 12.725, 14.924], [15.593, 21.313, 20.280], [11.077, 20.163, 16.924]], "mol_weight_da": 1682.4, "gap_ev": 9.344, "charge": 0, "e_lumo_ha": -0.003, "e_homo_ha": -0.34648}

ii | {"formula": "C56H112O28S14", "method": "ωB97M-V with the def2-TZVPD basis set", "species": ["S", "S", "S", "S", "S", "S", "S", "S", "S", "S", "S", "S", "S", "S", "O", "O", "O", "O", "O", "O", "O", "O", "O", "O", "O", "O", "O", "O", "O", "O", "O", "O", "O", "O", "O", "O", "O", "O", "O", "O", "O", "O", "C", "C", "C", "C", "C", "C", "C", "C", "C", "C", "C", "C", "C", "C", "C", "C", "C", "C", "C", "C", "C", "C", "C", "C", "C", "C", "C", "C", "C", "C", "C", "C", "C", "C", "C", "C", "C", "C", "C", "C", "C", "C", "C", "C", "C", "C", "C", "C", "C", "C", "C", "C", "C", "C", "C", "C", "H", "H", "H", "H", "H", "H", "H", "H", "H", "H", "H", "H", "H", "H", "H", "H", "H", "H", "H", "H", "H", "H", "H", "H", "H", "H", "H", "H", "H", "H", "H", "H", "H", "H", "H", "H", "H", "H", "H", "H", "H", "H", "H", "H", "H", "H", "H", "H", "H", "H", "H", "H", "H", "H", "H", "H", "H", "H", "H", "H", "H", "H", "H", "H", "H", "H", "H", "H", "H", "H", "H", "H", "H", "H", "H", "H", "H", "H", "H", "H", "H", "H", "H", "H", "H", "H", "H", "H", "H", "H", "H", "H", "H", "H", "H", "H", "H", "H", "H", "H", "H", "H", "H", "H", "H", "H", "H", "H", "H", "H", "H", "H"], "xyz": [[6.066, 0.544, 1.079], [1.361, -6.170, -2.748], [0.320, 4.687, 1.693], [1.687, -0.555, 0.057], [-7.192, -1.158, 1.546], [4.007, -1.581, -5.220], [3.495, -0.647, 5.049], [-3.473, 3.407, -0.410], [-3.407, -3.488, -1.632], [0.470, -4.768, 2.458], [4.184, 6.196, -1.085], [-2.528, 0.043, 3.800], [1.396, 4.533, -4.628], [-0.578, -0.392, -4.620], [-0.764, -4.979, 3.131], [-6.613, -0.038, 0.815], [7.069, 1.551, 1.143], [0.436, 4.130, 0.387], [2.884, -0.904, 6.324], [1.385, 4.497, 2.642], [-2.306, -2.582, -1.745], [2.659, 3.927, -4.332], [3.939, -1.877, 4.370], [-2.646, 2.470, -1.135], [-0.257, 0.661, -5.567], [2.666, -0.755, -0.982], [0.253, -0.528, -3.403], [3.002, -2.567, -4.849], [-3.632, 0.472, 2.925], [4.843, 0.848, 1.819], [-4.344, -3.465, -2.732], [0.983, 4.526, -6.000], [-2.959, 4.693, 0.099], [2.074, -1.104, 1.322], [5.112, -1.967, -6.085], [0.314, -4.145, 1.203], [1.846, -7.086, -3.783], [2.997, 6.813, -1.553], [0.360, -6.595, -1.829], [-6.303, -2.188, 2.149], [5.340, 7.065, -1.229], [-1.415, 0.907, 4.058], [-5.677, 3.458, 0.890], [5.709, -0.072, -0.562], [1.014, -4.620, -3.535], [5.923, -2.055, 0.984], [1.605, -3.810, 3.537], [4.781, -0.928, -3.687], [-0.537, -1.940, -5.397], [2.712, -5.973, 3.136], [3.891, 5.596, 0.578], [-3.084, -2.607, 3.551], [5.163, 0.439, -4.162], [3.845, 1.027, -4.692], [3.728, 4.083, 0.357], [-8.437, -2.018, 0.584], [4.579, 4.641, -1.826], [-0.786, 6.575, 3.030], [-4.577, -4.790, 0.404], [6.094, -1.555, -0.493], [1.318, 6.191, -3.863], [-4.404, 2.690, 0.989], [-1.735, 5.360, 3.185], [2.463, -3.956, -1.661], [2.443, 0.249, 3.996], [-3.156, -0.745, 5.232], [-2.929, -1.396, -5.106], [3.769, 1.810, 5.445], [6.595, -0.950, 1.807], [2.730, -5.503, -1.812], [-0.122, 6.416, 1.680], [-4.989, 3.680, -1.435], [-0.711, 4.892, -3.107], [-3.219, -5.439, 0.264], [0.233, 5.990, -2.736], [2.957, -4.470, 3.092], [0.025, -1.076, -0.370], [-1.107, 4.163, 2.502], [1.274, -3.504, -2.481], [-0.906, 0.058, -0.213], [-4.348, -3.291, -0.129], [-0.150, 1.074, 0.701], [-3.140, -2.228, 5.014], [-2.330, -0.395, -4.178], [-6.194, 3.314, -0.531], [-1.932, -2.591, -5.073], [-1.958, -1.658, 3.048], [1.558, -6.221, 2.248], [3.214, 0.002, -5.671], [-9.523, -1.413, 2.708], [3.533, 3.794, -1.098], [-2.740, -5.150, -1.179], [2.726, 1.752, 4.285], [-9.269, -2.615, 1.618], [4.674, 0.616, 5.245], [0.126, 3.735, -3.600], [1.263, 1.136, 0.204], [-8.302, -0.560, 2.801], [-4.430, 1.660, 0.798], [-1.964, -3.016, -4.054], [3.762, -4.055, 3.724], [5.412, 0.436, 6.072], [1.771, -4.516, -4.322], [4.775, 5.815, 1.189], [5.945, 0.479, -4.920], [-2.611, -3.653, 3.444], [-1.477, 5.139, -3.864], [3.425, 0.210, -6.745], [-8.851, -3.491, 2.139], [-3.995, -2.576, 3.000], [-6.451, 2.997, 1.541], [-8.897, -1.165, 0.027], [-7.962, -2.740, -0.084], [3.260, 1.784, 6.415], [-3.913, -1.689, -4.697], [0.360, -3.294, -1.912], [5.302, 0.737, 4.342], [2.544, -6.340, 4.168], [4.357, 2.696, 5.229], [1.867, -6.131, 1.193], [2.040, 1.586, 0.808], [6.329, -3.008, 1.214], [3.705, -5.633, -2.272], [4.639, 3.506, 0.678], [4.017, -0.853, -2.963], [-2.593, 0.601, -4.384], [-1.631, -5.058, -1.342], [-10.370, -0.807, 2.426], [5.428, -2.095, -1.137], [-1.836, -0.214, 0.303], [-0.302, 6.884, -2.467], [-4.179, -0.313, 5.416], [-3.862, 2.779, 1.917], [-2.736, 5.547, 2.757], [4.671, 0.103, -0.618], [-1.884, -1.616, 1.970], [3.074, 2.195, 3.371], [-0.173, 0.801, 1.715], [3.584, -6.512, 2.748], [-1.092, 0.594, -1.168], [1.606, -2.572, -2.979], [2.157, -0.061, -5.518], [4.867, -2.093, 1.259], [-0.412, -1.755, -6.481], [-2.365, -0.553, -3.081], [5.600, 4.460, -1.540], [-2.553, -0.513, 6.061], [1.912, 2.373, 4.697], [-10.221, -3.002, 1.340], [3.981, 2.004, -5.101], [-2.507, -4.986, 0.990], [-3.185, -6.551, 0.366], [2.909, 3.762, 0.940], [-1.936, 5.167, 4.254], [-2.274, -3.358, -5.779], [-1.075, -2.140, 3.440], [0.913, -7.097, 2.381], [1.314, 1.504, -0.843], [-3.007, -0.980, -6.107], [-7.763, -0.836, 3.682], [-4.907, -4.745, 1.443], [-0.017, -4.617, -3.827], [-5.265, -2.760, -0.440], [-5.346, -5.258, -0.219], [2.300, 6.421, -3.394], [-7.080, 4.040, -0.714], [1.386, -0.021, 4.270], [1.495, -4.017, 4.596], [7.106, -1.749, -0.732], [-2.350, -2.681, 5.611], [0.802, 5.686, -1.889], [6.291, 0.570, -1.218], [1.005, 6.902, -4.676], [-1.308, 4.617, -2.256], [0.331, -2.591, -5.129], [-4.814, 3.076, -2.319], [5.549, 0.974, -3.306], [2.605, -0.013, 2.950], [-1.716, 3.961, 1.632], [3.665, 2.722, -1.281], [3.339, -3.500, -2.093], [2.970, 6.026, 0.941], [-1.004, 3.214, 3.113], [-5.036, 4.768, -1.593], [2.259, -3.611, -0.691], [-3.743, -2.806, 0.689], [4.398, 4.814, -2.882], [-0.012, 6.624, 3.840], [-8.478, 0.500, 2.616], [2.687, -6.000, -0.873], [-0.344, 2.955, -4.256], [-4.114, -2.636, 5.484], [-1.363, 7.499, 3.160], [0.790, 6.939, 1.507], [7.668, -1.124, 1.764], [-0.523, 2.115, 0.647], [6.261, -0.876, 2.843], [0.699, 3.362, -2.736], [-0.108, -1.816, 0.426], [-0.754, 6.706, 0.853], [-9.730, -1.931, 3.681], [3.154, -4.114, 2.029], [-6.364, 2.258, -0.730], [-5.513, 4.458, 1.179], [3.210, 1.064, -3.808], [2.572, 4.047, -1.492], [5.591, -1.605, -3.389], [-3.272, -5.817, -1.920], [1.479, -2.726, 3.299], [0.115, -1.499, -1.365]], "mol_weight_da": 1682.4, "gap_ev": 9.380, "charge": 0, "e_lumo_ha": -0.011, "e_homo_ha": -0.35529}

i comes first in stability; the runner-up is 0.697 eV higher.